1.
Density functional theory data (ωB97M-V/def2-TZVPD) for C24H25BrCoGeN3O4 as an isolated structure at a distorted geometry.

Structure (ORCA input):
```
! wB97M-V def2-TZVPD RIJCOSX def2/J DEFGRID3
* xyz -1 4
Br -1.13 1.98 -3.90
Ge 0.41 -1.34 3.14
Co 1.23 0.44 0.48
O -0.67 0.53 0.44
O 1.36 -1.37 -0.43
O -2.93 -0.49 -0.35
O 0.74 -3.46 -0.93
N 3.08 0.69 0.10
N 1.05 2.03 -0.50
N -0.24 2.50 -0.69
C -3.37 0.78 -0.34
C 3.28 1.70 -0.82
C -1.92 -0.74 -4.19
C 5.55 0.98 -1.11
C 4.53 1.84 -1.44
C 1.28 0.31 2.46
C -0.16 -1.72 -2.26
C -1.06 0.12 -3.52
C -1.46 -1.60 2.55
C -4.74 0.99 -0.49
C -2.51 1.87 -0.24
C 0.70 -2.24 -1.12
C 0.34 -1.22 5.14
C -0.98 -2.59 -2.96
C 2.13 2.48 -1.12
C -0.17 -0.36 -2.57
C -1.04 1.65 -0.15
C 5.34 -0.01 -0.14
C -3.03 3.16 -0.24
C -5.25 2.28 -0.49
C -1.85 -2.10 -3.93
C 1.45 -2.94 2.65
C 4.09 -0.11 0.44
C -4.40 3.37 -0.35
H 2.49 -2.83 2.97
H -4.79 4.38 -0.36
H 6.12 -0.70 0.15
H -0.13 -2.11 5.54
H 2.29 0.38 2.89
H -1.96 -2.30 3.24
H -1.99 -0.48 -0.07
H 6.50 1.06 -1.62
H -2.62 -0.35 -4.92
H -6.31 2.43 -0.59
H 1.01 -3.83 3.10
H -0.93 -3.64 -2.70
H -2.33 3.98 -0.15
H 0.68 1.16 2.79
H -0.24 -0.35 5.44
H 4.65 2.60 -2.19
H 0.50 0.34 -2.09
H 2.15 3.30 -1.82
H 1.35 -1.14 5.56
H 3.86 -0.88 1.16
H -5.39 0.13 -0.59
H -2.49 -2.79 -4.48
H -1.49 -2.03 1.55
H 1.44 -3.05 1.56
H -2.02 -0.67 2.52
*
```

Summary:
- E_LUMO (alpha / beta) (eV) = 2.60 / 2.04
- Kohn-Sham gap (alpha / beta) (eV) = 5.79 / 7.45

2.
Density functional theory data (ωB97M-V/def2-TZVPD) for a 5-piece molecular cluster, C6H19NO5 overall at a distorted geometry.

Structure (ORCA input):
```
! wB97M-V def2-TZVPD RIJCOSX def2/J DEFGRID3
* xyz 0 1
O 1.66 2.60 1.38
O 0.61 1.17 3.50
O -1.95 1.13 2.39
O 1.87 0.56 -0.69
O 2.42 -1.91 0.07
N -0.71 0.50 -2.87
C -0.66 -2.55 -0.53
C -1.22 1.57 -2.02
C 1.43 -1.66 0.69
C -0.58 -0.79 -2.37
C 0.07 -2.37 0.79
C -0.93 -1.19 -1.13
H -0.61 2.48 -2.03
H -1.18 1.57 2.82
H -0.04 -1.55 -2.94
H 0.55 0.32 3.09
H -1.66 -3.00 -0.31
H 0.97 1.86 2.91
H 1.01 3.30 1.25
H -2.57 1.87 2.25
H 1.65 2.20 0.48
H -1.35 1.26 -1.00
H 0.01 0.74 -3.53
H -0.19 -3.23 -1.28
H 1.27 0.08 -1.28
H 2.73 0.11 -0.72
H 0.41 -3.36 1.15
H 1.48 -0.86 1.44
H -1.73 -0.63 -0.61
H -0.56 -1.99 1.60
H -2.19 1.78 -2.47
*
```

Summary:
- E_LUMO (eV) = 0.44
- Kohn-Sham gap (eV) = 8.62
- relative energy (zero: lowest compared OMol25 entry of this formula, charge and spin) (kJ/mol) = 196.89

3.
Density functional theory data (ωB97M-V/def2-TZVPD) for a 16-piece molecular cluster, CH32O17 overall at a distorted geometry.

Structure (ORCA input):
```
! wB97M-V def2-TZVPD RIJCOSX def2/J DEFGRID3
* xyz 0 1
O 0.28 -4.40 1.00
O -0.92 -0.21 2.14
O 0.31 -0.39 0.46
O -3.69 0.47 2.02
O 3.20 0.86 1.54
O -2.53 1.34 -0.90
O 0.95 -0.40 -2.21
O -1.15 -2.35 -1.50
O -1.46 -0.09 -3.39
O 2.91 -1.34 2.86
O -2.57 3.22 0.97
O 0.69 2.83 -0.94
O -3.34 -1.12 -0.16
O 2.50 -2.84 0.77
O 0.74 1.89 -3.33
O 1.37 2.63 2.34
O 3.38 -0.38 -0.81
C -0.58 0.34 1.12
H -1.99 -0.17 -4.16
H 2.94 0.02 2.06
H 3.11 0.11 0.06
H 0.53 -0.37 -0.49
H 1.94 -1.30 2.92
H -2.39 2.68 0.16
H 2.56 -0.39 -1.41
H -0.95 1.24 0.66
H 1.92 1.87 2.07
H 0.93 2.47 -2.56
H 1.72 -2.33 0.49
H 1.07 0.52 -2.70
H 1.05 -4.74 1.51
H -2.77 0.32 2.14
H -3.31 -0.64 0.74
H 2.89 -3.06 -0.07
H 0.73 -1.02 -2.90
H -1.59 -0.82 -2.77
H -4.27 -0.84 -0.30
H -1.05 -3.30 -1.25
H -1.55 -1.94 -0.72
H 3.08 -2.06 2.22
H -3.25 1.49 -1.53
H 0.64 3.79 -0.89
H -3.96 1.41 1.82
H 1.33 2.41 -0.36
H -2.27 0.42 -0.96
H -0.14 1.53 -3.27
H 0.79 2.16 2.97
H 4.15 0.94 1.64
H -0.31 -4.08 1.71
H -1.71 3.61 1.23
*
```

Summary:
- E_LUMO (eV) = 0.05
- Kohn-Sham gap (eV) = 10.12
- relative energy (zero: lowest compared OMol25 entry of this formula, charge and spin) (kJ/mol) = 199.50

4.
Density functional theory data (ωB97M-V/def2-TZVPD) for C30H44N4P2PdSi as an isolated structure at a distorted geometry.

Structure (ORCA input):
```
! wB97M-V def2-TZVPD RIJCOSX def2/J DEFGRID3
* xyz 2 5
Pd 3.78 1.95 2.33
P -4.27 -0.43 -0.44
P -2.18 -1.14 -2.72
Si 5.86 3.05 1.48
N -4.50 -1.13 1.14
N -5.78 0.37 -0.74
N -1.38 -2.60 -2.24
N -1.80 -1.03 -4.43
C -3.80 -2.03 3.08
C 0.26 -3.84 -1.33
C -5.52 -1.96 1.60
C 3.61 0.50 0.61
C -7.05 -0.14 -0.98
C -4.52 -1.95 -1.46
C -1.84 0.20 -5.08
C 2.85 -0.89 3.28
C -7.93 0.91 -1.05
C -5.88 1.76 -0.65
C -1.80 -0.03 -6.44
C 5.75 4.92 1.54
C 4.52 0.00 1.54
C -5.11 -2.52 2.79
C -0.67 -4.71 -1.99
C -1.72 -1.45 -6.63
C -3.92 -1.76 -2.86
C 1.16 0.86 1.26
C 7.28 2.49 2.55
C 3.52 3.57 3.60
C 6.24 2.61 -0.30
C -1.66 -3.94 -2.54
C 2.44 0.55 3.50
C 2.18 0.02 0.45
C -0.20 -2.56 -1.50
C -1.74 -2.04 -5.38
C 4.24 -1.04 2.60
C -7.19 2.11 -0.84
C 1.67 1.30 2.62
C -3.44 -1.19 2.05
H -6.44 -2.06 1.05
H -7.22 -1.20 -1.09
H -4.99 2.35 -0.46
H 5.62 5.27 2.58
H 5.01 -0.94 3.37
H 7.09 2.79 3.61
H 0.92 1.76 0.69
H -1.65 -1.97 -7.57
H 4.90 5.26 0.92
H -2.55 -0.62 1.87
H -2.53 -4.22 -3.11
H 5.41 2.94 -0.95
H 4.48 3.92 4.00
H -1.90 1.11 -4.51
H 2.88 -1.40 4.25
H -1.69 -3.07 -5.09
H -4.05 -2.82 -0.98
H 4.34 -2.05 2.18
H -0.61 -5.79 -2.05
H 3.08 4.40 3.02
H 1.91 0.08 -0.61
H 8.22 2.97 2.20
H 2.11 -1.04 0.73
H 2.53 0.92 4.51
H 6.39 1.51 -0.41
H -5.60 -2.15 -1.51
H 6.70 5.34 1.15
H 0.22 0.29 1.37
H 5.58 0.18 1.35
H 1.14 -4.13 -0.79
H 2.85 3.33 4.43
H -4.53 -1.05 -3.42
H 2.09 -1.41 2.69
H -3.20 -2.26 3.94
H -7.58 3.12 -0.84
H -8.99 0.83 -1.24
H 7.39 1.39 2.49
H 1.18 2.19 3.02
H -1.79 0.73 -7.21
H 4.02 1.06 -0.22
H -3.89 -2.70 -3.43
H 0.19 -1.61 -1.16
H 7.18 3.12 -0.60
H -5.70 -3.18 3.41
*
```

Summary:
- E_LUMO (alpha / beta) (eV) = -4.97 / -9.18
- Kohn-Sham gap (alpha / beta) (eV) = 5.74 / 2.81
- relative energy (zero: lowest compared OMol25 entry of this formula, charge and spin) (kJ/mol) = 0.00